# 1
C21H62O19 | ωB97M-V/def2-TZVPD

## Properties
energy above the lowest of the compared OMol25 structures with the same formula, charge and spin: 105.6 kcal per mole
highest occupied orbital energy: -9.934 eV
LUMO level: 0.10 eV
multiplicity: 1

Last column: Löwdin charge in e.
Cartesian coordinates (Å):
C (-0.1791, 0.1839, 0.6386)  -0.06
C (-0.0589, -0.5293, -0.6941)  -0.50
C (-0.2110, 0.5280, -1.9142)  -0.04
O (1.2135, -1.0116, -0.8769)  -0.06
H (-0.0410, -0.4670, 1.5018)  0.07
H (-1.1553, 0.6606, 0.7280)  0.07
H (0.6378, 0.9008, 0.7221)  0.08
H (-0.7467, -1.3380, -0.9411)  0.13
H (-1.2578, 0.8317, -1.9108)  0.07
H (0.0107, -0.1724, -2.7194)  0.06
H (0.5192, 1.3268, -2.0441)  0.07
H (1.2949, -1.8154, -0.3584)  0.10
C (5.9953, 0.2800, -0.4363)  -0.20
C (6.2094, 0.4879, -1.9276)  -0.18
O (7.0013, 1.7171, -2.2378)  -0.11
O (4.6937, 0.7971, 0.0459)  -0.10
H (6.7615, 0.6630, 0.2378)  0.12
H (5.9460, -0.7973, -0.2776)  0.10
H (5.3357, 0.5477, -2.5765)  0.11
H (6.8611, -0.3080, -2.2882)  0.11
H (6.7157, 2.5020, -1.7645)  0.07
H (3.9409, 0.3512, -0.3492)  0.06
C (-0.7950, 2.8179, 6.8165)  -0.23
C (-1.1628, 2.2684, 5.4738)  -0.30
O (-2.1610, 3.0032, 4.9179)  -0.05
O (-1.9513, 2.7575, 7.6632)  -0.07
H (-0.5843, 3.8871, 6.7934)  0.12
H (0.1073, 2.4709, 7.3200)  0.12
H (-1.4684, 1.2223, 5.4904)  0.13
H (-0.2859, 2.3645, 4.8335)  0.12
H (-2.2158, 2.7583, 3.9913)  0.10
H (-2.6566, 3.1008, 7.1097)  0.07
C (-3.5421, -4.5613, 3.5835)  -0.21
C (-3.1294, -5.1753, 2.2028)  -0.27
O (-1.9482, -5.8187, 2.4403)  -0.05
O (-3.4316, -5.4990, 4.6921)  -0.07
H (-4.5906, -4.3526, 3.3710)  0.10
H (-3.1598, -3.5612, 3.7882)  0.11
H (-3.1248, -4.3467, 1.4946)  0.12
H (-3.8463, -5.8639, 1.7556)  0.11
H (-2.1365, -6.2854, 3.2578)  0.07
H (-3.8950, -5.0923, 5.4279)  0.08
C (-2.3790, 2.4162, -8.1795)  -0.24
C (-1.8064, 2.9575, -6.7986)  -0.23
O (-1.3303, 4.2659, -6.9611)  -0.08
O (-1.4020, 1.9740, -9.0782)  -0.07
H (-2.8651, 3.2109, -8.7455)  0.11
H (-3.1393, 1.6875, -7.8985)  0.11
H (-1.0348, 2.3922, -6.2759)  0.11
H (-2.5158, 3.0129, -5.9730)  0.11
H (-0.7520, 4.2498, -7.7271)  0.08
H (-1.7767, 1.2986, -9.6483)  0.09
C (2.6536, -2.2224, -7.7267)  -0.25
C (2.7490, -2.3190, -6.1864)  -0.32
O (3.8968, -2.8092, -5.7232)  -0.04
O (2.6292, -3.4766, -8.2965)  -0.06
H (3.5802, -1.7330, -8.0267)  0.12
H (1.7866, -1.6638, -8.0794)  0.12
H (2.0254, -3.0615, -5.8501)  0.12
H (2.5517, -1.3915, -5.6488)  0.12
H (3.6124, -3.2755, -4.9337)  0.10
H (3.4287, -3.9730, -8.1067)  0.09
C (-7.4821, 4.0613, -3.6415)  -0.24
C (-7.1302, 4.0680, -2.1611)  -0.23
O (-6.0313, 3.1527, -1.9949)  -0.09
O (-7.6661, 2.6875, -4.0422)  -0.07
H (-6.6232, 4.5973, -4.0454)  0.12
H (-8.4199, 4.6047, -3.7569)  0.12
H (-7.9481, 3.5761, -1.6346)  0.11
H (-6.8590, 5.0624, -1.8066)  0.12
H (-6.0159, 2.4259, -2.6219)  0.07
H (-7.8861, 2.6599, -4.9762)  0.09
C (3.7218, -5.6271, 1.4574)  -0.26
C (3.3554, -6.6056, 2.5785)  -0.26
O (2.6181, -6.0474, 3.6619)  -0.05
O (2.5408, -4.9822, 1.0851)  -0.06
H (4.2847, -6.1066, 0.6565)  0.12
H (4.3968, -4.8703, 1.8570)  0.11
H (4.3263, -6.9870, 2.8948)  0.11
H (2.8814, -7.4629, 2.1005)  0.12
H (2.3654, -6.7420, 4.2744)  0.09
H (1.8669, -5.2589, 1.7103)  0.07
C (-1.2287, 6.4970, 1.4970)  -0.29
C (-2.1753, 6.0921, 0.4442)  -0.30
O (-2.6995, 4.9097, 0.8667)  -0.05
O (-1.7303, 6.8609, 2.7459)  -0.04
H (-0.5275, 7.2912, 1.2409)  0.13
H (-0.6156, 5.6095, 1.6540)  0.12
H (-1.7570, 5.9690, -0.5548)  0.13
H (-2.9556, 6.8531, 0.4525)  0.12
H (-3.4422, 4.6432, 0.3199)  0.10
H (-2.1754, 6.0598, 3.0319)  0.08
C (3.5758, -2.3363, 7.6147)  -0.25
C (3.6304, -1.8324, 6.1872)  -0.24
O (2.2731, -1.5498, 5.8325)  -0.07
O (4.8608, -2.1618, 8.2157)  -0.08
H (3.1517, -3.3318, 7.7460)  0.12
H (2.8843, -1.7008, 8.1679)  0.12
H (4.1517, -2.5014, 5.5025)  0.12
H (4.2193, -0.9154, 6.1644)  0.12
H (1.8070, -2.3673, 5.6425)  0.08
H (5.0364, -1.2671, 8.5160)  0.08

---

# 2
C21H63O28P7 | ωB97M-V/def2-TZVPD

## Properties
energy above the lowest of the compared OMol25 structures with the same formula, charge and spin: 63.1 kcal per mole
highest occupied orbital energy: -10.128 eV
LUMO level: 0.43 eV
multiplicity: 1

Last column: Löwdin charge in e.
Cartesian coordinates (Å):
C (-5.9286, 8.6405, 26.7705)  -0.05
O (-5.2230, 7.5050, 27.3942)  -0.23
P (-3.7359, 6.9972, 26.8956)  0.54
O (-3.6201, 6.5639, 25.4460)  -0.26
O (-2.7047, 8.2229, 27.2305)  -0.23
C (-1.3449, 8.0260, 26.9878)  -0.11
O (-3.2773, 5.8362, 27.9591)  -0.23
C (-3.2620, 6.0689, 29.3419)  -0.13
H (-5.9578, 9.4398, 27.5110)  0.09
H (-6.9484, 8.3987, 26.4711)  0.09
H (-5.4934, 8.9335, 25.8151)  0.07
H (-0.8095, 8.9696, 26.8835)  0.10
H (-1.1520, 7.4701, 26.0702)  0.07
H (-0.9552, 7.5179, 27.8699)  0.09
H (-3.7189, 5.3244, 29.9939)  0.09
H (-3.6856, 7.0624, 29.4888)  0.08
H (-2.2662, 6.1726, 29.7729)  0.08
C (-0.4399, 4.0453, 27.1892)  -0.12
O (0.8787, 4.4554, 27.0123)  -0.23
P (2.1102, 3.4013, 27.1181)  0.43
O (1.8201, 2.0429, 26.6517)  -0.22
O (3.2683, 4.1865, 26.2663)  -0.21
C (3.3060, 5.6127, 26.2553)  -0.12
O (2.5627, 3.5323, 28.6443)  -0.23
C (3.7380, 2.8087, 29.0244)  -0.09
H (-0.5188, 3.0112, 26.8540)  0.09
H (-1.1771, 4.6508, 26.6620)  0.07
H (-0.6831, 4.0949, 28.2506)  0.09
H (3.0357, 6.0146, 27.2318)  0.08
H (2.7013, 6.1949, 25.5599)  0.06
H (4.3446, 5.9080, 26.1060)  0.09
H (3.4161, 1.9916, 29.6700)  0.10
H (4.4048, 3.5249, 29.5046)  0.09
H (4.2622, 2.4814, 28.1265)  0.08
C (-4.3219, 6.9692, 15.8572)  -0.10
O (-2.9715, 6.5509, 15.5452)  -0.22
P (-1.7408, 7.5934, 15.7975)  0.38
O (-1.5287, 7.9470, 17.2044)  -0.22
O (-0.5253, 6.8661, 15.0973)  -0.22
C (0.0975, 5.6395, 15.5714)  -0.05
O (-2.1074, 8.7523, 14.7869)  -0.19
C (-1.3180, 9.9282, 14.7796)  -0.09
H (-4.7515, 6.0179, 16.1711)  0.08
H (-4.9796, 7.3923, 15.0979)  0.09
H (-4.4171, 7.5502, 16.7746)  0.08
H (-0.4709, 5.2650, 16.4227)  0.08
H (1.1459, 5.8051, 15.8197)  0.09
H (-0.0687, 4.8412, 14.8482)  0.09
H (-1.8948, 10.7460, 15.2116)  0.09
H (-1.1643, 10.1493, 13.7234)  0.10
H (-0.3156, 9.8016, 15.1883)  0.06
C (-2.8540, 6.0424, 20.1216)  -0.07
O (-1.9371, 6.2825, 21.2451)  -0.23
P (-0.5163, 5.5303, 21.2089)  0.40
O (-0.3421, 4.3459, 20.3200)  -0.24
O (0.4921, 6.7410, 20.8356)  -0.24
C (0.7326, 7.0543, 19.4595)  -0.08
O (-0.1377, 5.1952, 22.6794)  -0.18
C (-0.2620, 6.0212, 23.8151)  -0.08
H (-3.3916, 5.1108, 20.2981)  0.09
H (-2.3221, 6.0829, 19.1711)  0.07
H (-3.5942, 6.8383, 20.0399)  0.08
H (0.3445, 8.0141, 19.1183)  0.07
H (0.4818, 6.1984, 18.8328)  0.07
H (1.8180, 7.1266, 19.3913)  0.08
H (0.6409, 6.1039, 24.4201)  0.07
H (-0.9255, 5.4719, 24.4831)  0.08
H (-0.6215, 7.0178, 23.5587)  0.08
C (-1.9766, 9.7634, 19.9655)  -0.06
O (-1.2315, 9.6439, 21.2258)  -0.25
P (-1.6434, 10.4892, 22.5606)  0.48
O (-0.7695, 10.1942, 23.7063)  -0.23
O (-1.7338, 11.9976, 21.9985)  -0.21
C (-0.9373, 13.0337, 22.6187)  -0.08
O (-3.2206, 10.0070, 22.7647)  -0.24
C (-3.5549, 8.7023, 23.2297)  -0.09
H (-2.9114, 10.3120, 20.0813)  0.09
H (-2.1413, 8.7933, 19.4966)  0.05
H (-1.3650, 10.2632, 19.2144)  0.07
H (-0.3013, 12.6565, 23.4195)  0.08
H (-1.6143, 13.8023, 22.9919)  0.09
H (-0.3501, 13.5298, 21.8460)  0.07
H (-4.0974, 8.7100, 24.1751)  0.05
H (-2.6424, 8.1062, 23.2428)  0.06
H (-4.2373, 8.2770, 22.4939)  0.09
C (2.0427, 9.3436, 16.3339)  -0.11
O (1.4641, 10.0387, 17.4277)  -0.23
P (1.3307, 11.6644, 17.3144)  0.49
O (2.6544, 12.3391, 17.1369)  -0.25
O (0.2050, 11.9099, 16.1393)  -0.27
C (-0.3313, 13.2062, 15.9609)  -0.10
O (0.6622, 12.0758, 18.7267)  -0.23
C (1.4456, 11.8517, 19.8944)  -0.08
H (2.0184, 9.8430, 15.3653)  0.09
H (1.5522, 8.3776, 16.2135)  0.07
H (3.0945, 9.2143, 16.5892)  0.09
H (-0.0189, 13.4988, 14.9584)  0.10
H (0.0460, 13.8889, 16.7222)  0.09
H (-1.4153, 13.1818, 16.0727)  0.09
H (1.4131, 10.8766, 20.3805)  0.09
H (1.0151, 12.5554, 20.6068)  0.07
H (2.4408, 12.2488, 19.6943)  0.09
C (5.2085, 8.5146, 19.9545)  -0.12
O (5.2998, 8.3051, 21.3446)  -0.21
P (4.1061, 7.6806, 22.2491)  0.53
O (4.4031, 7.4130, 23.6962)  -0.24
O (2.8386, 8.6562, 21.8308)  -0.22
C (1.8776, 9.0239, 22.7502)  -0.16
O (3.7755, 6.3840, 21.3418)  -0.23
C (3.3099, 5.2324, 21.9884)  -0.11
H (5.6931, 9.3741, 19.4915)  0.09
H (4.1823, 8.6955, 19.6344)  0.07
H (5.5350, 7.5942, 19.4703)  0.09
H (2.0488, 8.5102, 23.6963)  0.08
H (0.9030, 8.7261, 22.3635)  0.05
H (1.8358, 10.0984, 22.9283)  0.08
H (2.8396, 4.4870, 21.3471)  0.09
H (2.5240, 5.4789, 22.7024)  0.07
H (4.1851, 4.7228, 22.3913)  0.10